Record 1
The following is a quantum chemistry calculation of the molecule C20H32N2O4S, from the OMol25 dataset.

Values from the calculation:
ΔE to the lowest compared entry with this formula, charge and spin (eV): 0.1802
Total charge: 0
Maximum force (eV/Å): 0.9
Frontier orbital gap (Ha): 0.3495
Highest occupied orbital energy (eV): -8.908
DFT total energy (eV): -43265.531

Positions of all 59 atoms, in Å:
C -7.890 -1.326 0.769
O -7.458 -0.164 0.099
C -6.133 0.015 -0.115
C -5.782 1.182 -0.804
C -4.460 1.460 -1.073
C -3.479 0.577 -0.658
S -1.763 0.949 -0.959
O -1.674 1.888 -2.041
O -1.027 -0.280 -1.026
N -1.381 1.734 0.475
C -0.248 1.273 1.245
C 1.072 1.987 0.923
C 2.191 1.389 1.779
C 3.546 2.010 1.444
C 3.885 1.913 -0.045
C 4.166 0.523 -0.624
O 4.266 0.367 -1.825
N 4.351 -0.492 0.246
C 4.500 -1.862 -0.192
C 3.291 -2.726 0.183
C 1.954 -2.169 -0.319
C 1.877 -2.107 -1.841
C 0.790 -2.992 0.228
C 2.754 2.549 -0.864
C 1.422 1.871 -0.560
C -3.808 -0.577 0.021
C -5.134 -0.867 0.295
H -7.490 -1.375 1.786
H -7.611 -2.232 0.222
H -8.975 -1.252 0.813
H -6.572 1.846 -1.117
H -4.168 2.344 -1.616
H -1.403 2.734 0.343
H -0.157 0.209 1.018
H -0.486 1.388 2.309
H 0.963 3.050 1.177
H 2.211 0.311 1.612
H 1.971 1.552 2.838
H 4.333 1.564 2.058
H 3.512 3.072 1.702
H 4.804 2.485 -0.229
H 4.239 -0.343 1.234
H 5.406 -2.286 0.255
H 4.627 -1.828 -1.275
H 3.447 -3.726 -0.227
H 3.248 -2.818 1.273
H 1.843 -1.149 0.061
H 2.007 -3.098 -2.272
H 2.636 -1.444 -2.247
H 0.903 -1.721 -2.131
H -0.146 -2.541 -0.093
H 0.833 -4.012 -0.148
H 0.809 -3.025 1.316
H 2.984 2.440 -1.924
H 2.691 3.614 -0.631
H 1.476 0.819 -0.843
H 0.635 2.321 -1.168
H -3.019 -1.249 0.318
H -5.376 -1.776 0.823

Here is what natural (NBO) gives for the atomic charges, in e:
1. C -0.254
2. O -0.485
3. C 0.326
4. C -0.256
5. C -0.159
6. C -0.381
7. S 2.318
8. O -0.940
9. O -0.950
10. N -0.868
11. C -0.213
12. C -0.235
13. C -0.396
14. C -0.404
15. C -0.317
16. C 0.691
17. O -0.644
18. N -0.621
19. C -0.229
20. C -0.399
21. C -0.218
22. C -0.629
23. C -0.604
24. C -0.379
25. C -0.423
26. C -0.097
27. C -0.328
28. H 0.178
29. H 0.180
30. H 0.204
31. H 0.230
32. H 0.239
33. H 0.400
34. H 0.224
35. H 0.194
36. H 0.188
37. H 0.196
38. H 0.208
39. H 0.202
40. H 0.213
41. H 0.235
42. H 0.392
43. H 0.192
44. H 0.237
45. H 0.208
46. H 0.190
47. H 0.189
48. H 0.195
49. H 0.230
50. H 0.227
51. H 0.222
52. H 0.199
53. H 0.196
54. H 0.241
55. H 0.194
56. H 0.215
57. H 0.226
58. H 0.227
59. H 0.224

---

Record 2
The following is a quantum chemistry calculation of a structure of composition C20H32N3OPReSi, from the OMol25 dataset.

Values from the calculation:
Spin multiplicity: 4
Total charge: 0
Maximum force (eV/Å): 5.6
Frontier orbital gap (alpha / beta) (Ha): 0.2028 / 0.2438
Highest occupied orbital energy (alpha / beta) (eV): -4.974 / -7.596
DFT total energy (eV): -47070.548

Positions of all 59 atoms, in Å:
Re -0.027 0.332 0.001
Si 0.251 2.674 0.165
P -1.538 0.671 -1.629
N 1.258 -0.188 -1.115
H -1.469 -0.823 0.482
C -2.454 -0.809 -2.200
H -3.204 -0.525 -2.948
H -2.946 -1.273 -1.339
H -1.754 -1.531 -2.635
C -2.917 1.852 -1.361
H -3.555 1.853 -2.254
H -2.533 2.863 -1.189
H -3.513 1.547 -0.494
C -0.860 1.259 -3.239
H -1.687 1.433 -3.940
H -0.191 0.495 -3.655
H -0.295 2.187 -3.105
C -0.738 3.666 1.425
H -0.657 3.201 2.416
H -1.792 3.735 1.128
H -0.306 4.677 1.459
H 1.658 2.981 0.553
H 0.044 3.471 -1.077
C 2.356 -0.233 -1.896
C 3.989 -1.480 -3.209
C 2.880 -1.473 -2.375
C 3.017 0.978 -2.264
C 4.125 0.944 -3.102
C 4.611 -0.278 -3.579
H 4.374 -2.430 -3.578
H 2.363 -2.383 -2.065
H 2.613 1.915 -1.865
H 4.610 1.880 -3.382
H 5.481 -0.294 -4.238
C -2.120 -0.128 2.095
O -1.134 0.683 1.886
C -1.901 -1.501 2.650
H -2.792 -1.792 3.227
H -1.031 -1.518 3.319
H -1.763 -2.271 1.884
C -3.393 0.564 2.512
H -4.290 -0.021 2.293
H -3.499 1.553 2.059
H -3.365 0.708 3.603
N 2.540 -0.281 3.448
C 1.856 0.499 2.559
N 1.315 -0.278 1.632
C 1.671 -1.602 1.874
C 1.187 -2.786 1.317
C 1.520 -3.981 1.970
C 2.301 -3.987 3.140
C 2.746 -2.785 3.717
C 2.441 -1.613 3.044
H 3.023 0.057 4.273
H 1.804 1.584 2.593
H 0.567 -2.729 0.421
H 1.166 -4.934 1.563
H 2.556 -4.940 3.601
H 3.310 -2.737 4.646

Here is what natural (NBO) gives for the atomic charges, in e:
1. Re 0.605
2. Si 0.679
3. P 1.189
4. N -0.570
5. H -0.019
6. C -0.949
7. H 0.225
8. H 0.249
9. H 0.243
10. C -0.959
11. H 0.227
12. H 0.246
13. H 0.251
14. C -0.954
15. H 0.224
16. H 0.247
17. H 0.251
18. C -1.078
19. H 0.242
20. H 0.230
21. H 0.225
22. H -0.183
23. H -0.188
24. C 0.089
25. C -0.219
26. C -0.197
27. C -0.247
28. C -0.192
29. C -0.256
30. H 0.211
31. H 0.207
32. H 0.218
33. H 0.212
34. H 0.210
35. C 0.298
36. O -0.798
37. C -0.692
38. H 0.211
39. H 0.200
40. H 0.208
41. C -0.678
42. H 0.204
43. H 0.209
44. H 0.193
45. N -0.536
46. C 0.287
47. N -0.530
48. C 0.082
49. C -0.193
50. C -0.215
51. C -0.203
52. C -0.249
53. C 0.168
54. H 0.426
55. H 0.239
56. H 0.237
57. H 0.222
58. H 0.221
59. H 0.219

---

Record 3
The following is a quantum chemistry calculation of the molecule C20H32N4O3, from the OMol25 dataset.

Values from the calculation:
ΔE to the lowest compared entry with this formula, charge and spin (eV): 0.2097
Total charge: 0
Maximum force (eV/Å): 0.6
Frontier orbital gap (Ha): 0.3094
Highest occupied orbital energy (eV): -7.753
DFT total energy (eV): -33362.891

Positions of all 59 atoms, in Å:
C -0.524 -4.952 0.397
C -1.661 -3.942 0.477
C -1.184 -2.539 0.122
O -0.066 -2.295 -0.277
N -2.159 -1.607 0.288
C -2.082 -0.216 0.123
C -0.887 0.472 0.141
C -0.823 1.867 0.087
C 0.534 2.470 0.284
O 0.775 3.322 1.122
N 1.470 1.975 -0.557
C 2.875 2.267 -0.423
C 3.640 1.089 0.221
C 3.393 0.973 1.736
C 2.523 -0.275 1.896
C 2.928 -1.130 0.701
N 3.148 -0.157 -0.353
C 3.780 -0.635 -1.558
C 5.226 -1.134 -1.426
C -2.021 2.581 -0.027
O -2.193 3.917 -0.183
C -1.106 4.776 -0.435
C -3.230 1.875 -0.061
C -3.291 0.498 0.011
N -4.498 -0.236 0.013
C -5.676 0.466 0.476
C -4.758 -0.966 -1.218
H -0.091 -4.947 -0.600
H -0.885 -5.952 0.623
H 0.258 -4.690 1.104
H -2.083 -3.924 1.484
H -2.460 -4.219 -0.217
H -3.079 -1.915 0.579
H 0.023 -0.097 0.237
H 1.265 1.129 -1.069
H 2.975 3.165 0.189
H 3.280 2.468 -1.420
H 4.711 1.251 0.026
H 2.903 1.860 2.131
H 4.341 0.842 2.258
H 2.694 -0.783 2.843
H 1.469 -0.007 1.834
H 2.146 -1.825 0.389
H 3.837 -1.704 0.944
H 3.156 -1.450 -1.939
H 3.753 0.179 -2.290
H 5.603 -1.416 -2.406
H 5.871 -0.357 -1.021
H 5.279 -2.003 -0.776
H -0.499 4.935 0.459
H -0.467 4.385 -1.233
H -1.551 5.719 -0.754
H -4.127 2.465 -0.162
H -6.446 -0.274 0.700
H -6.082 1.168 -0.264
H -5.434 1.008 1.387
H -5.489 -1.751 -1.019
H -5.160 -0.310 -2.002
H -3.842 -1.417 -1.591

Here is what natural (NBO) gives for the atomic charges, in e:
1. C -0.599
2. C -0.498
3. C 0.688
4. O -0.628
5. N -0.628
6. C 0.164
7. C -0.218
8. C -0.245
9. C 0.680
10. O -0.647
11. N -0.615
12. C -0.232
13. C -0.050
14. C -0.412
15. C -0.406
16. C -0.226
17. N -0.470
18. C -0.202
19. C -0.634
20. C 0.417
21. O -0.507
22. C -0.258
23. C -0.312
24. C 0.142
25. N -0.462
26. C -0.407
27. C -0.411
28. H 0.220
29. H 0.207
30. H 0.215
31. H 0.218
32. H 0.219
33. H 0.413
34. H 0.246
35. H 0.418
36. H 0.232
37. H 0.190
38. H 0.179
39. H 0.229
40. H 0.205
41. H 0.212
42. H 0.202
43. H 0.230
44. H 0.155
45. H 0.200
46. H 0.185
47. H 0.213
48. H 0.200
49. H 0.205
50. H 0.216
51. H 0.172
52. H 0.189
53. H 0.226
54. H 0.203
55. H 0.172
56. H 0.215
57. H 0.197
58. H 0.179
59. H 0.213

---

Record 4
The following is a quantum chemistry calculation of a cluster of 6 separate species, C20H32O16 in total, from the OMol25 dataset.

Values from the calculation:
ΔE to the lowest compared entry with this formula, charge and spin (eV): 3.2013
Total charge: 0
Maximum force (eV/Å): 6.8
Frontier orbital gap (Ha): 0.3776
Highest occupied orbital energy (eV): -10.314
DFT total energy (eV): -54016.525

Positions of all 68 atoms, in Å:
C 1.357 11.331 -0.105
C 1.288 10.145 -0.988
C 1.465 8.787 -0.376
O 0.292 8.191 -0.737
C -0.525 8.966 -1.400
O -1.663 8.658 -1.794
O 0.096 10.099 -1.693
H 0.457 11.383 0.508
H 1.402 12.241 -0.703
H 2.249 11.372 0.521
H 1.905 10.260 -1.879
H 1.562 8.787 0.709
H 2.235 8.097 -0.722
C -1.395 2.794 -6.948
C -1.593 1.448 -6.225
C -1.714 0.203 -7.109
O -1.039 -0.813 -6.319
C -0.312 -0.204 -5.422
O 0.238 -0.783 -4.531
O -0.391 1.121 -5.563
H -1.797 3.611 -6.349
H -2.066 2.714 -7.803
H -0.363 2.883 -7.287
H -2.409 1.460 -5.503
H -1.381 0.403 -8.128
H -2.782 -0.007 -7.043
C -8.647 7.902 -4.253
C -7.636 7.128 -5.072
C -7.237 5.732 -4.482
O -7.465 4.946 -5.604
C -8.056 5.521 -6.606
O -8.083 5.143 -7.771
O -8.254 6.856 -6.297
H -9.557 7.304 -4.209
H -8.895 8.863 -4.706
H -8.270 8.075 -3.245
H -6.770 7.786 -5.148
H -7.895 5.323 -3.715
H -6.202 5.942 -4.213
C -3.274 7.758 -12.375
C -4.703 7.334 -11.942
C -5.755 8.477 -11.913
O -6.880 7.910 -12.551
C -6.468 6.711 -13.194
O -7.209 5.932 -13.843
O -5.253 6.514 -12.972
H -3.049 8.365 -11.498
H -3.326 8.372 -13.274
H -2.559 6.936 -12.387
H -4.596 6.930 -10.936
H -5.333 9.388 -12.337
H -6.039 8.537 -10.862
C 4.555 4.398 -5.483
C 4.635 5.953 -5.484
C 5.571 6.629 -6.490
O 4.745 7.457 -7.232
C 3.467 7.420 -6.771
O 2.542 8.176 -7.057
O 3.376 6.352 -5.856
H 4.049 3.991 -6.358
H 3.827 4.039 -4.755
H 5.462 3.831 -5.271
H 4.855 6.357 -4.495
H 5.859 5.756 -7.076
H 6.373 7.159 -5.977
O -2.725 8.679 -7.078
H -2.814 8.498 -6.142
H -1.801 8.514 -7.267

Here is what natural (NBO) gives for the atomic charges, in e:
1. C -0.630
2. C 0.041
3. C -0.088
4. O -0.472
5. C 0.967
6. O -0.610
7. O -0.467
8. H 0.222
9. H 0.230
10. H 0.224
11. H 0.197
12. H 0.186
13. H 0.199
14. C -0.625
15. C 0.076
16. C -0.110
17. O -0.473
18. C 0.964
19. O -0.581
20. O -0.502
21. H 0.229
22. H 0.212
23. H 0.233
24. H 0.179
25. H 0.197
26. H 0.201
27. C -0.617
28. C 0.066
29. C -0.093
30. O -0.483
31. C 0.971
32. O -0.573
33. O -0.495
34. H 0.211
35. H 0.225
36. H 0.210
37. H 0.177
38. H 0.196
39. H 0.205
40. C -0.619
41. C 0.076
42. C -0.102
43. O -0.501
44. C 0.978
45. O -0.598
46. O -0.470
47. H 0.212
48. H 0.216
49. H 0.229
50. H 0.193
51. H 0.186
52. H 0.199
53. C -0.650
54. C 0.077
55. C -0.097
56. O -0.480
57. C 0.976
58. O -0.569
59. O -0.498
60. H 0.226
61. H 0.234
62. H 0.221
63. H 0.170
64. H 0.191
65. H 0.200
66. O -0.942
67. H 0.471
68. H 0.472